No. 1
Formula: C19H21IN2Ru
Source: the OMol25 dataset
Level of theory: ωB97M-V with the def2-TZVPD basis set

Last column: natural (NBO) charge in e.
Element x y z (Å)
C (-2.683, -2.501, -1.025)  -0.60
C (-3.004, -2.057, 0.371)  -0.58
H (-3.463, -2.952, -1.579)  0.24
H (-1.712, -3.082, -0.936)  0.19
H (-2.465, -1.568, -1.523)  0.19
H (-2.153, -1.384, 0.473)  0.14
H (-3.863, -1.371, 0.637)  0.24
H (-2.862, -2.789, 1.151)  0.21
C (1.143, 0.755, -2.765)  0.06
C (1.566, 1.527, -3.832)  -0.21
C (1.870, 2.875, -3.663)  -0.10
C (1.697, 3.379, -2.375)  -0.19
H (0.802, -0.275, -2.862)  0.23
H (1.640, 1.085, -4.836)  0.26
H (2.240, 3.503, -4.508)  0.28
H (1.882, 4.424, -2.204)  0.24
N (1.063, 1.296, -1.524)  -0.49
C (1.306, 2.607, -1.274)  0.25
C (0.869, 3.037, 0.049)  0.14
N (0.296, 2.055, 0.783)  -0.47
C (-0.399, 2.253, 1.928)  0.07
C (0.133, 4.604, 1.821)  -0.10
C (-0.426, 3.516, 2.481)  -0.21
H (-0.931, 1.394, 2.314)  0.23
H (-0.915, 3.677, 3.442)  0.26
C (0.722, 4.325, 0.585)  -0.17
H (1.116, 5.151, 0.007)  0.24
H (0.125, 5.637, 2.260)  0.28
Ru (-0.221, 0.511, -0.285)  0.99
I (-2.299, 1.708, -1.422)  -0.17
C (1.046, -0.737, 0.564)  -0.64
C (0.664, -2.119, 0.997)  0.09
C (0.197, -2.331, 2.301)  -0.15
C (-0.022, -3.642, 2.746)  -0.18
C (0.232, -4.711, 1.860)  -0.02
C (0.727, -4.497, 0.571)  -0.19
C (0.935, -3.193, 0.131)  -0.14
H (1.321, -0.076, 1.382)  0.27
H (1.820, -0.740, -0.214)  0.26
H (0.028, -1.454, 2.945)  0.24
H (-0.391, -3.818, 3.771)  0.27
H (0.075, -5.736, 2.216)  0.26
H (0.957, -5.336, -0.101)  0.27
H (1.337, -2.951, -0.859)  0.24

- spin multiplicity = 5
- relative energy (zero: lowest compared OMol25 entry of this formula, charge and spin) (kcal per mole) = 0.0
- HOMO (spin up / spin down) (eV) = -14.02 / -15.19
- gap between HOMO and LUMO (spin up / spin down) (Eh) = 0.234 / 0.182
- charge = +2

No. 2
Formula: C25H28CrN3O3PS2Se2
Source: the OMol25 dataset
Level of theory: ωB97M-V with the def2-TZVPD basis set

Last column: natural (NBO) charge in e.
Element x y z (Å)
Cr (-0.288, 1.137, 0.344)  1.05
Se (1.493, -0.498, -0.113)  -0.45
P (1.474, -0.266, 2.105)  0.94
Se (-0.430, -0.247, 3.083)  -0.50
C (2.380, 1.275, 2.538)  -0.30
C (3.608, 1.565, 1.955)  -0.22
C (4.263, 2.738, 2.281)  -0.22
C (3.696, 3.629, 3.179)  -0.20
C (2.474, 3.340, 3.761)  -0.20
C (1.820, 2.163, 3.448)  -0.23
C (2.538, -1.609, 2.759)  -0.30
C (2.119, -2.322, 3.872)  -0.22
C (2.907, -3.341, 4.377)  -0.20
C (4.119, -3.638, 3.778)  -0.20
C (4.527, -2.938, 2.653)  -0.21
C (3.738, -1.929, 2.135)  -0.21
H (4.028, 0.889, 1.224)  0.22
H (5.213, 2.970, 1.824)  0.21
H (4.204, 4.551, 3.418)  0.21
H (2.026, 4.030, 4.460)  0.22
H (0.863, 1.941, 3.904)  0.25
H (1.172, -2.079, 4.334)  0.24
H (2.574, -3.904, 5.235)  0.21
H (4.745, -4.417, 4.186)  0.21
H (5.463, -3.187, 2.176)  0.21
H (4.037, -1.405, 1.238)  0.22
N (-2.112, 5.321, 7.104)  -0.79
C (-2.200, 4.889, 5.809)  0.19
C (-2.342, 5.810, 4.764)  -0.28
C (-2.510, 5.370, 3.467)  -0.14
C (-2.527, 4.012, 3.207)  -0.41
C (-2.383, 3.082, 4.221)  -0.16
C (-2.217, 3.518, 5.518)  -0.23
S (-2.725, 3.445, 1.542)  2.34
O (-2.914, 4.560, 0.653)  -0.95
O (-3.691, 2.382, 1.488)  -0.95
N (-1.288, 2.734, 1.173)  -0.98
C (-0.216, 3.476, 0.980)  0.24
S (0.011, 5.174, 1.232)  0.41
C (1.632, 4.993, 0.614)  -0.46
C (1.883, 3.710, 0.283)  -0.01
N (0.850, 2.849, 0.504)  -0.63
H (-1.901, 6.290, 7.269)  0.39
H (-1.837, 4.663, 7.810)  0.39
H (-2.330, 6.867, 4.989)  0.21
H (-2.638, 6.054, 2.642)  0.25
H (-2.410, 2.029, 3.978)  0.24
H (-2.109, 2.807, 6.324)  0.21
H (2.266, 5.847, 0.526)  0.24
H (2.800, 3.328, -0.128)  0.23
C (-1.707, -2.305, 0.370)  -0.63
C (-2.579, -1.056, 0.380)  -0.06
O (-1.937, -0.006, -0.360)  -0.61
C (-2.854, 0.857, -1.039)  -0.08
C (-3.526, 0.172, -2.224)  -0.63
H (-2.229, -3.116, 0.871)  0.22
H (-0.768, -2.133, 0.894)  0.23
H (-1.476, -2.605, -0.651)  0.21
H (-2.760, -0.704, 1.406)  0.20
H (-3.540, -1.288, -0.084)  0.18
H (-2.246, 1.701, -1.399)  0.16
H (-3.599, 1.237, -0.328)  0.23
H (-2.782, -0.340, -2.830)  0.21
H (-4.027, 0.921, -2.829)  0.22
H (-4.269, -0.552, -1.900)  0.21

- spin multiplicity = 5
- HOMO (spin up / spin down) (eV) = -7.71 / -7.97
- gap between HOMO and LUMO (spin up / spin down) (Eh) = 0.296 / 0.301

No. 3
Formula: C5H10N2O
Source: the OMol25 dataset
Level of theory: ωB97M-V with the def2-TZVPD basis set

Last column: natural (NBO) charge in e.
Element x y z (Å)
C (0.474, -1.887, -0.696)  -0.60
C (-0.392, -0.642, -1.112)  -0.44
C (-0.587, 0.177, 0.081)  0.09
C (-1.747, 0.762, 0.517)  -0.12
N (-1.455, 1.401, 1.728)  -0.53
C (-0.115, 1.223, 1.902)  0.20
N (0.496, 0.452, 0.954)  -0.50
H (-0.010, -2.462, 0.111)  0.21
H (1.433, -1.492, -0.320)  0.22
H (0.680, -2.569, -1.538)  0.20
H (0.157, -0.122, -1.920)  0.21
H (-1.318, -1.062, -1.550)  0.22
H (-2.759, 0.769, 0.113)  0.22
H (-2.088, 2.058, 2.190)  0.43
H (0.364, 1.648, 2.784)  0.20
O (2.594, 0.819, -0.974)  -0.96
H (1.765, 0.644, -0.475)  0.49
H (2.509, 0.282, -1.794)  0.46

- relative energy (zero: lowest compared OMol25 entry of this formula, charge and spin) (kcal per mole) = 13.2
- HOMO (eV) = -8.93
- gap between HOMO and LUMO (Eh) = 0.354
- SMILES = CCc1c[nH]cn1.O

No. 4
Formula: C24H66CsF3O12
Source: the OMol25 dataset
Level of theory: ωB97M-V with the def2-TZVPD basis set

Last column: Löwdin charge in e.
Element x y z (Å)
Cs (-3.820, 0.746, 2.521)  0.87
C (1.226, -1.160, 0.392)  -0.47
O (0.379, 0.014, 0.347)  -0.11
O (1.261, -1.459, 1.760)  -0.29
C (0.931, -2.385, -0.599)  -0.55
F (1.133, -1.884, -1.842)  0.09
F (1.756, -3.479, -0.453)  0.10
F (-0.321, -2.724, -0.484)  0.16
C (0.663, 0.939, -0.692)  -0.31
C (-0.415, 1.984, -0.711)  -0.10
H (-0.348, 2.597, 0.188)  0.07
H (-0.301, 2.722, -1.504)  0.07
H (-1.399, 1.551, -0.888)  0.07
H (0.604, 0.567, -1.715)  0.10
H (1.681, 1.328, -0.690)  0.12
H (2.180, -0.724, 0.095)  0.12
C (-6.232, 1.938, -3.064)  -0.09
C (-7.204, 1.904, -1.900)  -0.31
O (-6.569, 2.524, -0.795)  -0.10
H (-6.633, 1.424, -3.937)  0.08
H (-5.235, 1.538, -2.882)  0.07
H (-5.993, 2.988, -3.235)  0.07
H (-7.272, 0.843, -1.659)  0.11
H (-8.218, 2.262, -2.079)  0.12
H (-6.653, 3.480, -0.782)  0.08
C (-1.768, 4.386, -6.170)  -0.09
C (-0.250, 4.418, -6.249)  -0.35
O (0.187, 5.236, -7.295)  -0.07
H (-2.068, 4.005, -7.147)  0.07
H (-2.195, 5.384, -6.068)  0.07
H (-2.231, 3.797, -5.379)  0.07
H (0.227, 3.449, -6.396)  0.11
H (0.062, 4.863, -5.304)  0.10
H (1.065, 5.544, -7.060)  0.08
C (-3.949, -3.033, -6.396)  -0.09
C (-2.447, -3.217, -6.278)  -0.35
O (-2.156, -4.580, -6.240)  -0.06
H (-4.514, -3.947, -6.579)  0.07
H (-4.257, -2.422, -7.244)  0.07
H (-4.281, -2.725, -5.405)  0.07
H (-1.972, -2.570, -5.540)  0.11
H (-2.084, -2.848, -7.237)  0.10
H (-1.228, -4.637, -6.477)  0.08
C (5.430, 6.158, -1.654)  -0.11
C (6.641, 5.461, -2.178)  -0.35
O (6.168, 4.331, -2.884)  -0.06
H (4.717, 6.248, -2.473)  0.07
H (5.739, 7.075, -1.152)  0.08
H (4.805, 5.491, -1.060)  0.08
H (7.359, 5.446, -1.358)  0.11
H (7.072, 6.129, -2.923)  0.11
H (6.869, 3.942, -3.411)  0.08
C (0.562, 9.389, 2.336)  -0.09
C (0.174, 8.148, 1.575)  -0.35
O (0.194, 8.486, 0.199)  -0.07
H (-0.222, 10.124, 2.155)  0.07
H (1.508, 9.772, 1.956)  0.08
H (0.535, 9.174, 3.405)  0.07
H (-0.816, 7.807, 1.880)  0.10
H (0.795, 7.295, 1.849)  0.10
H (-0.434, 7.907, -0.238)  0.08
C (0.642, 4.245, 6.242)  -0.09
C (1.355, 3.142, 5.455)  -0.32
O (0.414, 2.154, 5.076)  -0.09
H (1.331, 5.089, 6.214)  0.07
H (0.420, 3.905, 7.253)  0.07
H (-0.268, 4.615, 5.769)  0.07
H (2.048, 2.725, 6.185)  0.11
H (1.901, 3.542, 4.600)  0.11
H (0.848, 1.470, 4.561)  0.09
C (-0.574, -4.057, 7.661)  -0.11
C (-1.131, -3.006, 6.777)  -0.34
O (-1.378, -3.559, 5.504)  -0.08
H (-0.308, -3.656, 8.638)  0.08
H (0.172, -4.712, 7.211)  0.08
H (-1.306, -4.850, 7.817)  0.07
H (-0.404, -2.207, 6.637)  0.11
H (-2.081, -2.670, 7.192)  0.11
H (-0.554, -3.421, 5.031)  0.09
C (-7.094, -5.071, 1.551)  -0.06
C (-5.534, -5.100, 1.418)  -0.37
O (-5.140, -3.975, 0.818)  -0.07
H (-7.635, -5.928, 1.152)  0.07
H (-7.577, -4.143, 1.242)  0.07
H (-7.257, -5.141, 2.626)  0.06
H (-5.249, -5.890, 0.722)  0.11
H (-4.967, -5.239, 2.338)  0.11
H (-4.238, -4.163, 0.548)  0.10
C (5.552, -5.183, 4.278)  -0.12
C (5.344, -4.127, 5.274)  -0.37
O (4.085, -4.150, 5.902)  -0.06
H (6.542, -5.182, 3.821)  0.08
H (4.760, -5.086, 3.536)  0.08
H (5.380, -6.212, 4.595)  0.08
H (5.622, -3.168, 4.836)  0.11
H (6.142, -4.292, 5.998)  0.11
H (3.462, -3.714, 5.316)  0.08
C (3.758, -8.177, -2.282)  -0.11
C (4.193, -7.374, -3.460)  -0.34
O (5.371, -7.976, -3.947)  -0.09
H (2.806, -7.885, -1.838)  0.07
H (4.539, -8.222, -1.523)  0.08
H (3.518, -9.164, -2.677)  0.07
H (4.515, -6.388, -3.125)  0.11
H (3.399, -7.368, -4.206)  0.11
H (6.134, -7.452, -3.691)  0.08

- relative energy (zero: lowest compared OMol25 entry of this formula, charge and spin) (kcal per mole) = 61.1
- HOMO (eV) = -5.87
- gap between HOMO and LUMO (Eh) = 0.166